# 1
The following is a DFT calculation (ωB97M-V/def2-TZVPD) of a cluster of 2 separate species, C4H5F3 in total in a non-equilibrium geometry.

## Properties
E_HOMO (alpha / beta) ... -9.136 / -9.090 eV
HOMO-LUMO gap (alpha / beta) ... 8.948 / 8.850 eV
Electronic energy ... -12376.813 eV

Last column: Löwdin charge in e.
Positions of all 12 atoms, in Å:
F -0.76189 -0.30538 2.05818  0.14
F 1.27392 -0.85035 1.59037  0.07
F -0.62570 -1.42814 -2.94026  -0.06
C 0.48863 1.40999 0.88215  0.02
C -0.39804 -0.76712 -1.76320  -0.30
C 0.21413 -0.02411 1.27470  -0.34
C -0.72717 -1.29858 -0.63686  0.06
H -0.09268 0.31762 -2.11168  0.13
H -0.38298 2.06171 1.18259  0.12
H -1.02313 -2.34287 -0.55259  0.05
H 1.41455 1.82062 1.18958  0.08
H 0.62037 1.40659 -0.17299  0.05

Cartesian forces (eV/Å) of the 6 atoms listed first:
F -0.67 0.48 1.28
F -1.23 1.75 -0.48
F 0.03 -0.30 -0.24
C -1.75 -0.44 0.36
C 0.15 2.76 -2.50
C 0.64 -2.96 -2.80

# 2
The following is a DFT calculation (ωB97M-V/def2-TZVPD) of the molecule C4H5F3O in a non-equilibrium geometry.

## Properties
E_HOMO (alpha / beta) ... -9.026 / -8.506 eV
HOMO-LUMO gap (alpha / beta) ... 9.221 / 8.122 eV
Electronic energy ... -14425.301 eV

Last column: Löwdin charge in e.
Positions of all 13 atoms, in Å:
F 2.72330 -0.04511 0.67855  0.04
F -2.16551 1.43671 0.27994  0.03
F 1.95749 1.79703 -0.19995  -0.01
O 1.40958 -0.27893 -1.13297  0.11
C -0.69175 -0.46480 0.42897  -0.12
C -1.25691 0.71113 -0.38181  -0.04
C 0.52708 0.33113 1.00600  0.07
C 1.55969 0.39538 0.01190  -0.62
H -0.96138 1.15712 -1.30799  0.12
H 2.28725 -0.12073 -1.55174  0.16
H -1.51423 -0.76136 0.95735  0.08
H -0.29456 -1.16208 -0.20631  0.08
H 0.34149 1.30039 1.43616  0.11

Cartesian forces (eV/Å) of the 6 atoms listed first:
F 0.01 -0.14 -0.74
F 0.12 -0.01 -0.14
F -0.72 -1.84 -0.49
O 1.34 0.83 -0.45
C 0.57 4.31 -1.25
C 1.12 -1.29 1.94

# 3
The following is a DFT calculation (ωB97M-V/def2-TZVPD) of the molecule C4H5F3O in a non-equilibrium geometry.

## Properties
E_HOMO ... -9.013 eV
HOMO-LUMO gap ... 9.738 eV
Electronic energy ... -14426.778 eV
Structure (SMILES) ... OC(F)(F)[C@@H]1C[C@H]1F

Last column: Löwdin charge in e.
Positions of all 13 atoms, in Å:
F 2.21440 -1.42020 0.09427  -0.01
F -2.50572 0.35984 0.66739  0.15
F -2.20714 -1.66311 -0.05490  0.16
O -1.34175 -0.01044 -1.16394  0.09
C -1.67508 -0.48472 0.07204  -0.76
C 0.60059 0.44750 0.62895  -0.10
C -0.41708 -0.64052 0.77326  -0.04
C 1.12813 -0.65819 -0.29981  -0.09
H -0.40555 -1.34860 1.57476  0.13
H 0.27068 1.22299 0.03146  0.09
H -2.04874 -0.02375 -1.77359  0.11
H 0.75478 -0.58106 -1.37187  0.15
H 1.22174 0.58945 1.46390  0.10

Cartesian forces (eV/Å) of the 6 atoms listed first:
F -1.53 0.82 -0.66
F -1.42 0.52 0.76
F -2.40 -2.29 0.00
O 0.93 0.87 -0.21
C 2.61 0.65 -1.49
C 0.97 -3.04 -0.72

# 4
The following is a DFT calculation (ωB97M-V/def2-TZVPD) of a structure of composition C4H5F5FeO6Te in a non-equilibrium geometry.

## Properties
E_HOMO (alpha / beta) ... -15.558 / -15.557 eV
HOMO-LUMO gap (alpha / beta) ... 11.206 / 7.291 eV
Electronic energy ... -71775.184 eV
Net charge ... +1
Multiplicity ... 6

Last column: Löwdin charge in e.
Positions of all 22 atoms, in Å:
Te -2.13259 2.04294 3.35922  2.00
Fe 0.31883 1.00442 1.33872  1.33
F -1.11950 2.17707 4.98093  -0.50
F -2.99481 1.62382 1.49092  -0.54
F 1.58703 0.04348 2.08508  -0.33
F -2.19067 0.17101 3.43417  -0.43
F 0.05102 -1.35111 0.07766  0.00
O -0.47981 -1.23731 -2.22278  0.00
O 5.04115 -2.15080 0.06121  0.23
O 3.21671 -2.76741 -1.25968  0.17
O -2.12675 0.99329 -0.78504  0.20
O 0.07089 1.16285 -0.58251  -0.06
O -0.60835 2.23098 2.42675  -0.71
C -0.64827 0.12246 -2.52596  -0.08
C 4.13822 -2.47105 -0.58888  -0.37
C 0.45868 -1.48689 -1.22639  -0.20
C -0.93794 0.88596 -1.28428  -0.39
H -2.32835 1.45268 0.10713  0.10
H 1.18176 -0.72060 -1.42275  0.13
H 0.75599 -2.48639 -1.33800  0.13
H -1.43975 0.00516 -3.22470  0.15
H 0.18651 0.75546 -2.90082  0.17

Cartesian forces (eV/Å) of the 6 atoms listed first:
Te -2.39 -0.19 1.49
Fe 0.14 -0.05 0.67
F -0.37 -0.39 -0.71
F 0.70 0.22 0.12
F -0.69 0.69 -0.54
F 0.45 0.57 0.14

# 5
The following is a DFT calculation (ωB97M-V/def2-TZVPD) of the molecule C4H5FN2 in a non-equilibrium geometry.

## Properties
E_HOMO (alpha / beta) ... -5.213 / -9.914 eV
HOMO-LUMO gap (alpha / beta) ... 6.235 / 7.473 eV
Electronic energy ... -9920.123 eV
Multiplicity ... 3

Last column: Löwdin charge in e.
Positions of all 12 atoms, in Å:
F -2.13625 -0.91766 -0.55174  0.04
N 1.58869 -0.38606 0.15914  0.04
N -0.87688 0.68791 0.60919  0.11
C 0.74732 -1.29018 -0.01688  -0.17
C 0.10547 1.41031 -0.17025  -0.10
C -1.64304 -0.31266 0.54236  -0.23
C 1.27117 0.88125 -0.39213  -0.14
H 0.03674 -1.31523 -0.78494  0.05
H 2.03920 1.59974 -0.67475  0.11
H 1.11626 -2.17866 0.42791  0.06
H -2.17671 -0.58920 1.42295  0.12
H -0.07198 2.41044 -0.57087  0.11

Cartesian forces (eV/Å) of the 6 atoms listed first:
F 0.10 0.26 -0.27
N 2.62 8.40 -3.16
N 1.46 1.97 -1.72
C -2.12 -5.40 1.07
C -7.19 0.29 1.41
C 0.94 1.33 0.15

# 6
The following is a DFT calculation (ωB97M-V/def2-TZVPD) of the molecule C4H5FN2O2 in a non-equilibrium geometry.

## Properties
E_HOMO (alpha / beta) ... -5.435 / -10.121 eV
HOMO-LUMO gap (alpha / beta) ... 6.100 / 6.882 eV
Electronic energy ... -14016.381 eV
Multiplicity ... 3

Last column: Löwdin charge in e.
Positions of all 14 atoms, in Å:
F -1.03408 1.52235 -0.00683  0.08
O -1.98631 0.22060 1.44259  0.18
O 2.39464 -0.22405 0.91535  0.11
N -1.13409 -0.76229 -0.63680  0.24
N 0.20444 0.13714 1.20110  0.20
C -0.12949 -0.83996 -1.30530  -0.29
C 1.30835 -0.02079 0.45509  -0.49
C 1.05951 -0.06929 -1.01533  -0.10
C -1.03219 0.25726 0.55190  -0.57
H 0.04932 -1.46679 -2.20002  0.14
H -2.69369 0.70177 1.15937  0.08
H 0.80155 0.97761 -1.27091  0.13
H 0.35423 0.13445 2.19386  0.18
H 1.83781 -0.56801 -1.48409  0.11

Cartesian forces (eV/Å) of the 6 atoms listed first:
F -0.43 0.45 -1.04
O 1.29 -2.68 2.46
O 1.28 0.15 0.93
N -5.87 3.38 7.37
N 0.04 -0.50 -0.11
C 5.57 -3.80 -7.07

# 7
The following is a DFT calculation (ωB97M-V/def2-TZVPD) of the molecule C4H5FN2O3 in a non-equilibrium geometry.

## Properties
E_HOMO ... -10.256 eV
HOMO-LUMO gap ... 10.853 eV
Electronic energy ... -16069.698 eV
Structure (SMILES) ... O=C1NC[C@@](O)(F)C(=O)N1

Last column: Löwdin charge in e.
Positions of all 15 atoms, in Å:
F -1.01029 -1.38190 1.19610  0.08
O 2.12014 1.90656 1.05644  0.08
O -1.61749 -1.46719 -0.87304  0.05
O -2.16151 1.38961 -0.33468  0.13
N 1.59177 -0.01557 0.03224  0.10
N -0.05313 1.53880 0.58981  0.20
C 0.62183 -0.92974 -0.53005  -0.08
C 1.26429 1.16741 0.64237  -0.56
C -0.81529 -0.76174 -0.00697  -0.46
C -1.18307 0.81974 0.08383  -0.27
H 0.54671 -1.03742 -1.61742  0.14
H -2.59166 -1.48057 -0.85118  0.14
H 2.53615 -0.19064 -0.26644  0.15
H 0.93142 -1.96589 -0.17702  0.16
H -0.17985 2.40855 1.05599  0.15

Cartesian forces (eV/Å) of the 6 atoms listed first:
F 0.62 0.76 1.07
O 0.14 0.59 0.70
O 0.31 -0.22 -1.56
O 0.63 -1.17 0.81
N -1.18 -0.34 -0.48
N -1.80 -1.10 0.08

# 8
The following is a DFT calculation (ωB97M-V/def2-TZVPD) of the ion C4H5FN3 with charge +1 in a non-equilibrium geometry.

## Properties
E_HOMO ... -13.219 eV
HOMO-LUMO gap ... 7.951 eV
Electronic energy ... -11403.843 eV
Structure (SMILES) ... C=Cn1nc[nH+]c1F
Net charge ... +1

Last column: Löwdin charge in e.
Positions of all 13 atoms, in Å:
F 0.28218 -1.73245 -1.14420  0.15
N -0.04234 0.56706 -0.09257  -0.09
N -0.97563 1.34639 0.51024  0.16
N -1.82718 -0.79290 -0.16319  0.18
C -2.13380 0.48713 0.46499  0.02
C -0.43943 -0.72519 -0.52549  -0.11
C 1.41819 0.82452 -0.35053  -0.06
C 2.32334 -0.01415 0.41880  0.08
H 1.75115 1.59083 -1.12080  0.14
H -3.15852 0.71656 0.88778  0.16
H -2.44861 -1.60772 -0.31181  0.19
H 2.38384 0.20025 1.53964  0.10
H 2.86681 -0.86034 -0.11286  0.10

Cartesian forces (eV/Å) of the 6 atoms listed first:
F -2.34 3.34 1.92
N 1.96 -2.22 -0.87
N -4.47 -4.70 -1.01
N 3.12 2.55 0.16
C 3.09 0.45 -0.51
C -1.95 1.26 1.45

> Which of these has the highest electronic energy?

C4H5FN2

> Which of these has the highest electronic energy?

C4H5FN2